DFT (the ωB97M-V functional and the def2-TZVPD basis) results for a 3-piece molecular cluster, C17H10BrF6O11S overall at a distorted geometry.

```
46
C17H10BrF6O11S | the OMol25 dataset | the ωB97M-V functional and the def2-TZVPD basis
O -0.016 -5.567 -0.574
C -1.027 -4.816 -0.429
O -2.298 -5.430 -0.132
C -0.859 -3.194 -0.547
F 0.429 -2.986 -1.125
F -1.808 -2.657 -1.492
C -1.032 -2.573 0.922
F -0.678 -3.581 1.866
F -2.450 -2.348 1.097
C -0.328 -1.151 1.148
F -0.647 -0.358 -0.016
F -0.834 -0.429 2.268
C 1.279 -1.183 1.230
O 1.907 -0.298 0.585
S 2.320 -2.364 2.222
Br 1.440 -2.795 4.218
H -2.525 -5.908 -0.971
H 2.300 -3.585 1.505
C -1.661 2.491 3.461
C -2.618 3.392 3.699
C -2.300 4.725 4.287
O -3.195 5.529 4.473
C -0.901 5.011 4.626
C 0.054 4.109 4.391
C -0.260 2.787 3.778
O 0.642 1.991 3.560
O 1.357 4.362 4.704
O -3.922 3.128 3.411
H -1.877 1.522 3.033
H -0.687 5.974 5.068
H 1.849 3.560 4.438
H -4.414 3.933 3.672
C 1.094 1.238 -5.028
C 0.964 0.628 -3.848
C 1.500 -0.743 -3.619
O 1.379 -1.264 -2.519
C 2.156 -1.422 -4.740
C 2.284 -0.814 -5.923
C 1.772 0.568 -6.144
O 1.922 1.099 -7.230
O 2.889 -1.434 -6.973
O 0.333 1.239 -2.802
H 0.711 2.234 -5.207
H 2.525 -2.424 -4.565
H 2.857 -0.790 -7.709
H 0.371 0.597 -2.067
```

Results
F_max	6.857	eV/A
spin multiplicity	1
energy above the lowest of the compared OMol25 structures with the same formula, charge and spin	0.0	kcal/mol
net charge	+1
HOMO-LUMO gap	0.169	Eh

=====

DFT (the ωB97M-V functional and the def2-TZVPD basis) results for a 2-piece molecular cluster, C17H11F5NO4S2 overall at a distorted geometry.

```
40
C17H11F5NO4S2 | the OMol25 dataset | the ωB97M-V functional and the def2-TZVPD basis
F 3.629 -0.253 0.074
C 2.460 -0.925 0.031
F 2.117 -1.166 -1.256
F 2.625 -2.132 0.626
S 1.121 0.105 0.935
C -0.225 -1.012 1.164
C -0.998 -1.321 -0.011
C -1.780 -2.513 -0.088
C -2.571 -2.824 -1.176
C -2.592 -1.995 -2.295
C -1.868 -0.801 -2.264
C -1.103 -0.470 -1.149
O 1.837 0.435 2.149
O 0.760 1.187 0.028
H -0.182 -1.895 1.857
H -1.737 -3.162 0.777
H -3.155 -3.741 -1.148
H -3.240 -2.232 -3.130
H -1.872 -0.120 -3.115
H -0.567 0.472 -1.182
F 1.973 -1.189 5.586
C 0.947 -2.012 5.157
F 0.085 -2.167 6.211
S 0.277 -1.272 3.679
N -1.487 -1.246 4.217
C -1.679 0.008 4.918
O -1.040 0.480 5.826
C -2.780 0.654 4.220
C -2.924 0.076 2.963
C -3.372 0.829 1.864
C -3.765 2.158 2.134
C -3.909 2.582 3.471
C -3.361 1.870 4.534
C -2.345 -1.300 3.095
O -2.660 -2.315 2.504
H 1.297 -3.016 4.866
H -3.359 0.418 0.857
H -3.950 2.900 1.340
H -4.440 3.512 3.669
H -3.436 2.205 5.566
```

Results
F_max	3.228	eV/A
spin multiplicity	1
net charge	-1
HOMO-LUMO gap	0.226	Eh

=====

DFT (the ωB97M-V functional and the def2-TZVPD basis) results for C17H11MgNO4S as an isolated structure at a distorted geometry.

```
35
C17H11MgNO4S | the OMol25 dataset | the ωB97M-V functional and the def2-TZVPD basis
Mg 2.094 -1.615 -0.595
O 2.748 -5.101 1.278
C 2.673 -4.051 0.615
O 1.874 -2.998 0.849
C 3.578 -3.935 -0.588
C 4.564 -4.866 -0.869
C 5.467 -4.707 -1.943
C 5.332 -3.591 -2.793
C 4.340 -2.677 -2.464
N 3.490 -2.868 -1.433
H 4.642 -5.738 -0.244
H 6.232 -5.455 -2.102
H 5.957 -3.432 -3.668
H 4.221 -1.760 -3.051
O 1.829 1.061 -2.826
C 1.890 0.214 -2.022
C -3.979 5.185 1.966
C -5.369 4.639 1.796
O -6.380 5.300 1.914
S -5.623 2.870 1.563
C -4.073 2.270 1.184
C -3.461 1.419 2.113
C -2.248 0.810 1.781
C -1.753 1.002 0.465
C -2.243 2.049 -0.362
C -3.384 2.755 0.053
C -0.588 0.374 0.007
C 0.437 -0.253 -0.335
H -4.009 6.261 1.770
H -3.251 4.742 1.298
H -3.693 4.971 2.994
H -3.994 1.244 3.035
H -1.729 0.141 2.446
H -1.729 2.212 -1.299
H -3.859 3.528 -0.533
```

Results
F_max	4.939	eV/A
spin multiplicity	1
net charge	0
HOMO-LUMO gap	0.265	Eh

=====

DFT (the ωB97M-V functional and the def2-TZVPD basis) results for a 2-piece molecular cluster, C17H11N6O8 overall at a distorted geometry.

```
42
C17H11N6O8 | the OMol25 dataset | the ωB97M-V functional and the def2-TZVPD basis
C 4.461 -0.607 3.699
C 3.203 0.208 3.774
O 2.343 -0.201 2.667
C 1.200 0.513 2.642
C 0.112 -0.042 1.767
C -1.169 -0.222 2.454
C -1.615 0.832 3.273
C -2.880 0.723 3.861
C -3.713 -0.359 3.544
C -3.304 -1.333 2.638
C -2.027 -1.283 2.088
C 0.650 -1.148 1.072
N 1.010 -2.024 0.384
O 1.093 1.495 3.380
H 5.116 -0.338 4.529
H 4.239 -1.670 3.803
H 4.999 -0.434 2.766
H 2.656 0.005 4.705
H 3.389 1.282 3.699
H -0.932 1.666 3.439
H -3.187 1.475 4.584
H -4.709 -0.415 4.008
H -3.986 -2.139 2.372
H -1.673 -2.073 1.421
O 1.228 3.395 -4.984
N 0.744 2.495 -4.319
C 0.576 2.230 -2.969
C -0.096 1.007 -2.859
N -0.406 0.501 -4.095
O 0.143 1.389 -4.975
C -0.534 0.576 -1.531
N -1.515 -0.514 -1.399
O -1.501 -1.470 -2.182
O -2.346 -0.389 -0.459
C -0.198 1.305 -0.386
C 0.487 2.506 -0.561
N 0.825 3.511 0.357
O 0.713 3.608 1.567
O 1.416 4.558 -0.388
N 1.463 4.254 -1.728
C 0.900 3.014 -1.819
H -0.366 0.912 0.678
```

Results
F_max	4.181	eV/A
spin multiplicity	1
energy above the lowest of the compared OMol25 structures with the same formula, charge and spin	0.0	kcal/mol
net charge	-1
HOMO-LUMO gap	0.196	Eh